The following is a quantum chemistry calculation of a structure of composition C14H23IrN6O3S2, from the OMol25 dataset.

The geometry in XYZ format:
```
49
C14H23IrN6O3S2 (wB97M-V/def2-TZVPD)
Ir 0.294 0.145 -0.234
C 0.825 1.972 1.890
C 1.591 0.761 2.375
N 1.648 -0.297 1.292
C 1.363 -1.656 1.841
C -0.126 -1.750 2.106
N -0.906 -1.103 0.987
C -2.051 -0.279 1.477
C -1.479 0.981 2.076
N -0.399 1.501 1.159
H 1.419 2.559 1.190
H 0.538 2.618 2.721
H 1.116 0.317 3.247
H 2.603 1.036 2.669
H 2.591 -0.300 0.903
H 1.934 -1.819 2.757
H 1.701 -2.383 1.108
H -0.392 -1.257 3.038
H -0.433 -2.791 2.206
H -1.293 -1.842 0.409
H -2.643 -0.835 2.205
H -2.680 -0.058 0.614
H -1.038 0.800 3.054
H -2.242 1.747 2.204
H -0.779 2.296 0.651
C -0.298 3.628 -1.084
C -0.992 2.543 -1.849
N -0.911 1.221 -1.687
C -1.729 0.552 -2.587
C -2.436 1.363 -3.405
S -2.059 2.989 -3.085
C -1.642 -0.893 -2.607
C -2.194 -1.784 -3.465
S -1.626 -3.354 -3.120
C -0.639 -2.763 -1.870
N -0.787 -1.463 -1.691
C 0.272 -3.664 -1.108
H 0.652 3.306 -0.669
H -0.945 4.043 -0.304
H -0.074 4.459 -1.754
H -3.122 1.087 -4.190
H -2.880 -1.602 -4.277
H 0.808 -4.323 -1.790
H -0.280 -4.301 -0.414
H 1.017 -3.082 -0.572
O 3.172 0.654 -2.548
N 2.295 0.434 -1.819
O 1.702 -0.693 -1.645
O 1.733 1.344 -1.050
```

Summary:
Energy relative to the best compared isomer or geometry (same formula, charge and spin)   0.00 kJ/mol
Total charge   +3
Calculated total energy   -2001.132459 hartree
Multiplicity   2

Results of the natural (NBO) charge analysis, in e, for atoms 1 through 6: number 1, Ir, carries 1.422; number 2, C, carries -0.255; number 3, C, carries -0.261; number 4, N, carries -0.552; number 5, C, carries -0.241; number 6, C, carries -0.266